Record 1
Formula: C39H79BrF4N8O7P5
Source: the Open Molecules 2025 dataset
Level of theory: ωB97M-V/def2-TZVPD

As for the frontier orbital gap: 0.174 Eh. As for the total energy: -195324.06459 eV. For the LUMO energy, the calculation gives -4.83 eV.

ORCA input file:
```
! RIJCOSX wB97M-V def2-TZVPD def2/J DEFGRID3
* xyz 1 1
C 4.35516 2.78775 -1.80466
C 4.01252 1.76929 -2.89486
C 2.63500 2.02220 -3.53977
C 2.40574 0.94408 -4.64985
C 2.01226 -0.36258 -3.98761
C 0.73422 -0.33828 -3.45402
P -0.35741 1.17249 -3.71791
O -0.64729 1.81375 -2.21070
O -1.75361 0.63995 -4.40306
C 0.22261 -1.45008 -2.73040
C -1.18740 -1.34345 -2.19903
C -2.18040 -2.06275 -3.15179
C -3.20583 -2.96903 -2.40795
C -4.62662 -2.39382 -2.57995
C -5.73972 -3.40004 -2.20205
C -6.94716 -2.66894 -1.56580
O -8.06907 -2.65570 -2.43478
C -9.11052 -3.49152 -1.95955
C 1.01539 -2.57995 -2.51157
C 0.28683 -3.72119 -1.82927
C 2.36110 -2.63314 -2.96417
C 3.27867 -3.74099 -2.64160
C 2.91108 -4.83338 -1.63506
F 1.97832 -5.70792 -2.05418
F 3.92703 -5.73007 -1.36994
C 2.73272 -4.31369 -0.16294
F 2.45565 -2.98763 -0.08335
F 1.82942 -5.05654 0.49346
C 4.52528 -3.73953 -3.22429
C 5.57272 -4.83843 -3.06392
C 6.41897 -4.77069 -1.75761
C 7.95247 -4.79167 -1.93656
C 8.54355 -3.42448 -1.49453
N 8.69697 -3.37844 -0.02919
N 4.91314 -2.69306 -4.05252
P 6.57574 -2.71358 -4.66661
O 6.68652 -3.37819 -5.97034
C 4.12036 -1.64543 -4.39364
P 4.74361 -0.40497 -5.72300
O 5.95426 -0.96600 -6.61519
Br 3.10349 -0.93880 -7.20922
C 2.83497 -1.53598 -3.79637
H 3.91474 2.53741 -0.84138
H 5.43722 2.77223 -1.64845
H 4.11899 3.81098 -2.09569
H 4.80768 1.68157 -3.63481
H 3.94025 0.79139 -2.39749
H 1.92046 1.91613 -2.72805
H 2.64929 3.01443 -3.98787
H 1.58645 1.25342 -5.29462
H 3.27556 1.06231 -5.27373
H -0.08269 1.32561 -1.59398
H -2.28730 1.43076 -4.55500
H -1.48361 -0.33796 -1.91394
H -1.20441 -1.89617 -1.26131
H -2.74603 -1.38569 -3.78047
H -1.60140 -2.71795 -3.80749
H -3.20550 -3.98832 -2.80137
H -2.96550 -3.03801 -1.34351
H -4.67251 -1.49195 -1.96695
H -4.75200 -2.14849 -3.63505
H -6.11967 -3.83163 -3.12699
H -5.33783 -4.16429 -1.53724
H -6.70837 -1.62552 -1.34967
H -7.17908 -3.14598 -0.60933
H -9.34981 -3.30447 -0.90978
H -8.81420 -4.53806 -2.09803
H -10.01378 -3.32047 -2.54199
H 0.51500 -3.92628 -0.79447
H -0.78753 -3.60039 -1.85436
H 0.37336 -4.58570 -2.47967
H 3.66788 -4.44097 0.38245
H 5.01257 -5.76190 -3.15930
H 6.24285 -4.92778 -3.91878
H 6.17419 -5.66170 -1.18589
H 6.07294 -3.94445 -1.13097
H 8.38818 -5.52161 -1.25765
H 8.25792 -4.99391 -2.96491
H 9.45111 -3.15698 -2.03243
H 7.77415 -2.67970 -1.76215
H 9.27074 -2.56685 0.18237
H 7.79524 -3.11939 0.35910
H 7.38542 -3.35251 -3.73340
H 6.99669 -1.37484 -4.59367
H 5.80532 -1.76188 -7.15399
O -0.06803 4.71010 1.72569
P -1.25393 5.55970 1.35631
N -2.42619 4.92717 2.43791
C -3.85497 4.87881 2.21056
C -2.15762 5.28317 3.82874
N -1.46337 4.93537 -0.28027
C -2.50184 3.96329 -0.58552
C -0.21170 4.45571 -0.86948
N -2.13988 7.04581 0.99775
C -2.91027 7.26357 -0.21314
C -1.24278 8.21006 1.20673
H -4.34038 5.86055 2.31261
H -4.30983 4.21016 2.94500
H -4.10844 4.46213 1.24097
H -2.36910 6.34528 4.02488
H -1.11161 5.09505 4.07711
H -2.75973 4.68071 4.51079
H -2.49747 3.11296 0.11147
H -2.36474 3.57393 -1.59372
H -3.49736 4.40898 -0.60031
H 0.05418 3.45436 -0.51545
H 0.61348 5.12558 -0.63205
H -0.29173 4.41733 -1.95764
H -2.33156 7.14272 -1.13221
H -3.29535 8.28572 -0.19393
H -3.79195 6.62543 -0.24494
H -0.45673 8.25927 0.44375
H -0.75867 8.14157 2.18658
H -1.80180 9.14537 1.19184
O -4.55041 -0.24969 6.80051
P -3.11084 0.08068 6.52431
N -2.33964 -0.97353 7.63958
C -1.06191 -0.74297 8.27670
C -2.46135 -2.37737 7.26031
N -3.14896 1.74260 7.10191
C -2.61563 2.09800 8.41093
C -4.47204 2.36414 6.98488
N -1.66800 0.36696 5.53927
C -0.85316 1.56345 5.61824
C -1.99690 0.11221 4.11646
H -0.20891 -0.88971 7.59619
H -0.94528 -1.44452 9.10549
H -0.99028 0.24498 8.71983
H -1.82210 -2.62241 6.39672
H -3.49360 -2.61462 6.99873
H -2.18289 -3.02797 8.08975
H -2.99718 1.44683 9.20805
H -2.88338 3.12689 8.65704
H -1.52502 2.09115 8.43334
H -5.14249 2.07013 7.79980
H -4.95373 2.10222 6.04458
H -4.36853 3.45206 7.00615
H -1.41515 2.48489 5.44741
H -0.06582 1.51606 4.86124
H -0.31636 1.62624 6.56370
H -2.67138 0.87702 3.71088
H -2.48806 -0.86153 4.01208
H -1.09535 0.08386 3.50306
*
```

---

Record 2
Formula: C39H80B2Cl2F2N8O16P
Source: the Open Molecules 2025 dataset
Level of theory: ωB97M-V/def2-TZVPD

As for the frontier orbital gap: 0.239 Eh. As for the total energy: -127530.54796 eV. For the LUMO energy, the calculation gives -3.28 eV.

ORCA input file:
```
! RIJCOSX wB97M-V def2-TZVPD def2/J DEFGRID3
* xyz 1 1
C -1.53043 1.13026 -4.90140
C -0.54315 0.81154 -4.24735
C 0.80562 0.36465 -3.48338
C 1.84400 1.42984 -4.04300
O 3.04226 1.31164 -4.10735
N 1.28232 2.74157 -4.49295
C 1.77740 2.93874 -5.85188
O 2.68808 3.66742 -6.10025
F 1.13152 2.19004 -6.82451
N 0.31438 0.41801 -2.10280
P 1.29793 0.99236 -0.75804
C 3.14892 0.77350 -1.01679
O 0.95838 -0.09103 0.53378
C -0.60945 -0.69463 -1.98714
N -1.68253 -0.60505 -1.24454
C -2.62351 -1.74706 -1.05993
B -4.08405 -1.47885 -1.77227
O -4.29360 -0.53664 -2.79169
O -5.17630 -2.25122 -1.24951
B -2.12131 0.65424 -0.48881
O -2.40733 1.77859 -1.26576
O -2.16650 0.63408 0.93291
N -0.05010 -1.68213 -2.79946
C -0.58671 -2.96936 -3.19741
C -1.96804 -3.04158 -3.94410
O -2.50393 -4.11294 -3.99962
F -2.61047 -1.99042 -4.57917
C 1.02832 -1.21094 -3.77111
C 0.70195 -1.32507 -5.31925
C 2.28608 -1.94026 -3.16691
Cl 2.26906 -2.71258 -1.50654
C 3.52985 -2.05657 -3.77734
C 4.75669 -2.77441 -3.06522
Cl 3.85883 -1.40466 -5.40401
H -2.18117 1.75852 -5.56861
H 1.73606 3.46825 -3.92198
H 3.59915 0.88115 0.02645
H 3.48007 -0.23321 -1.38890
H 3.56339 1.64764 -1.60145
H 0.98558 -1.01846 0.21955
H -2.89750 -1.72042 0.05201
H -2.22723 -2.77810 -1.21733
H -4.95544 0.12727 -2.51699
H -5.48058 -1.74883 -0.45984
H -3.12493 2.24025 -0.77384
H -2.97631 0.14733 1.19298
H 0.14242 -3.55860 -3.84308
H -0.69768 -3.62678 -2.27412
H 1.27527 -2.23987 -5.69191
H 1.13653 -0.46936 -5.92567
H -0.37096 -1.51644 -5.57579
H 5.06882 -2.14217 -2.17169
H 4.48209 -3.79583 -2.67523
H 5.65610 -2.81542 -3.74128
C -1.22720 1.49134 3.88482
O -1.29292 2.05575 5.18288
C -1.34938 3.48254 5.17307
C -2.71044 3.96407 5.66229
N -3.75602 3.66929 4.68252
C -5.11376 3.87723 5.18913
C -5.58401 2.97677 6.33816
O -5.72411 1.60787 5.97794
C -4.53340 0.84405 6.08029
H -1.05354 0.41939 3.98972
H -2.16869 1.63640 3.34860
H -0.40079 1.92176 3.31151
H -1.10710 3.89730 4.18899
H -0.58550 3.83152 5.87433
H -2.67035 5.04446 5.83202
H -2.91304 3.47070 6.61882
H -3.66911 2.70258 4.39127
H -5.78885 3.71670 4.34267
H -5.22634 4.92540 5.48542
H -6.58769 3.31161 6.61769
H -4.97084 3.08492 7.23930
H -3.87878 1.19644 6.88105
H -4.00014 0.84105 5.12620
H -4.81454 -0.18887 6.29628
C -2.60062 8.32071 -8.29990
O -1.73821 8.49260 -7.18592
C -2.42472 8.87779 -5.99589
C -2.37261 7.75604 -4.96450
N -3.20561 6.62465 -5.37247
C -3.00653 5.42661 -4.55907
C -1.62695 4.75801 -4.61252
O -1.31248 4.18300 -5.87500
C -0.73290 5.07981 -6.80859
H -1.98248 8.16078 -9.18371
H -3.24348 7.44613 -8.16668
H -3.21325 9.21211 -8.46204
H -3.45471 9.18947 -6.19729
H -1.89161 9.74377 -5.59282
H -2.72859 8.13574 -4.00155
H -1.32490 7.45686 -4.85300
H -2.99687 6.39409 -6.33708
H -3.74555 4.69376 -4.89965
H -3.25231 5.65892 -3.51705
H -1.64744 3.92127 -3.90529
H -0.82271 5.41883 -4.27081
H -0.12413 5.84347 -6.31830
H -1.48899 5.55070 -7.43909
H -0.08911 4.49296 -7.46758
C 2.85245 -9.10535 -4.72738
O 3.11655 -9.73874 -3.48639
C 4.42179 -10.31384 -3.41393
C 5.28139 -9.55938 -2.40587
N 5.62812 -8.22686 -2.90044
C 6.23659 -7.36474 -1.88731
C 5.37132 -6.97144 -0.68347
O 4.27138 -6.12875 -1.01318
C 3.10038 -6.81675 -1.42670
H 1.80069 -8.81693 -4.74208
H 3.45887 -8.20239 -4.84355
H 3.03641 -9.78742 -5.56235
H 4.90483 -10.36279 -4.39518
H 4.29258 -11.34030 -3.05910
H 6.20007 -10.12489 -2.22207
H 4.71801 -9.49987 -1.46866
H 4.78797 -7.77468 -3.24188
H 6.53258 -6.44382 -2.40033
H 7.15862 -7.83354 -1.52819
H 6.00345 -6.38085 -0.01297
H 5.04145 -7.83628 -0.09870
H 2.99183 -7.78980 -0.94262
H 3.09137 -6.92874 -2.51309
H 2.23765 -6.20166 -1.15836
C -1.87052 -0.22324 10.52794
O -1.36083 -0.31360 9.20672
C -1.13596 0.95959 8.60074
C 0.35636 1.19927 8.40276
N 1.03081 1.41568 9.68213
C 2.49090 1.40404 9.58542
C 3.16002 0.08916 9.16544
O 3.02636 -0.95638 10.11851
C 1.83239 -1.71391 10.00414
H -2.13472 -1.22855 10.85741
H -1.11713 0.17602 11.21206
H -2.76964 0.39947 10.55918
H -1.60125 1.77364 9.16740
H -1.61414 0.92758 7.61721
H 0.49790 2.07999 7.76807
H 0.76587 0.32726 7.88167
H 0.74806 0.68922 10.32962
H 2.86988 1.66855 10.57729
H 2.80879 2.20179 8.90524
H 4.23463 0.28494 9.09278
H 2.84860 -0.24496 8.16941
H 1.48099 -1.78627 8.97171
H 1.05291 -1.29342 10.64288
H 2.03875 -2.72247 10.36845
*
```

---

> Which of these has the highest LUMO?

C39H80B2Cl2F2N8O16P

---

> Which value of frontier orbital gap does entry 1 give?

0.174 Eh